# C49H62IN7OSeW

C49H62IN7OSeW as an isolated structure in a non-equilibrium geometry (ωB97M-V/def2-TZVPD, the OMol25 dataset).

Geometry (Å):
W (0.03783, -0.26387, 0.17767)
C (-0.09501, 5.54323, 2.52227)
C (0.71813, 5.31790, 1.25088)
C (0.25959, 4.10773, 0.49702)
C (-0.63195, 4.04569, -0.51497)
C (-1.34133, 5.24526, -1.06377)
C (-0.50665, 6.08161, -2.03483)
C (-0.88206, 2.60946, -0.80593)
C (-2.33956, 2.14330, -0.92127)
C (-2.86623, 0.91663, -0.32104)
C (-4.22952, 0.55300, -0.48550)
C (-5.33468, 1.46911, -0.90986)
C (-5.76932, 2.41412, 0.20544)
C (-4.29512, -0.80390, -0.23760)
C (-2.97775, -1.22456, 0.10462)
C (-2.56384, -2.53409, 0.23790)
C (-1.31784, -2.98361, 0.65538)
N (-0.31618, -2.12271, 1.09028)
C (0.52106, -2.89906, 1.83280)
C (1.43365, -2.31212, 2.73674)
C (1.53310, -0.96816, 2.92043)
N (0.97483, 0.02723, 2.08106)
C (1.50217, 1.21935, 2.55983)
C (1.37525, 2.45326, 1.98514)
C (0.59406, 2.74690, 0.86309)
N (-0.02296, 1.84690, 0.08787)
C (2.32527, 0.98613, 3.73950)
C (2.35206, -0.34609, 3.94620)
C (3.11020, -1.10562, 4.98203)
C (4.46120, -1.58855, 4.46021)
C (3.02517, 2.06248, 4.50287)
C (4.35016, 2.46716, 3.85867)
C (0.16024, -4.26558, 1.76803)
C (-0.99780, -4.32225, 1.00818)
C (-1.75851, -5.54766, 0.62043)
C (-1.07433, -6.28878, -0.52815)
C (0.83523, -5.38060, 2.50110)
C (0.33866, -5.51675, 3.93714)
N (-2.11367, -0.11460, 0.11492)
C (-5.47922, -1.69124, -0.43197)
C (-5.61364, -2.12872, -1.88997)
H (0.28147, 6.39792, 3.07759)
H (-0.06071, 4.67103, 3.17171)
H (-1.13965, 5.72979, 2.28270)
H (1.77831, 5.22211, 1.50030)
H (0.64126, 6.19660, 0.61020)
H (-1.61918, 5.87340, -0.21412)
H (-2.27834, 4.95257, -1.53370)
H (0.43296, 6.38712, -1.58161)
H (-1.05080, 6.97950, -2.32200)
H (-0.26537, 5.53050, -2.93941)
H (-3.05110, 2.95068, -1.01104)
H (-6.18748, 0.87425, -1.23927)
H (-5.02547, 2.04890, -1.78435)
H (-6.11394, 1.85118, 1.07184)
H (-6.57521, 3.06633, -0.12243)
H (-4.93959, 3.03994, 0.53414)
H (-3.31682, -3.29005, 0.06598)
H (2.00079, -2.95927, 3.38370)
H (1.86186, 3.27812, 2.47443)
H (2.51975, -1.96154, 5.31749)
H (3.25795, -0.47324, 5.85801)
H (4.33884, -2.19778, 3.56703)
H (4.97466, -2.18729, 5.20873)
H (5.10042, -0.74759, 4.20167)
H (3.20080, 1.72352, 5.52571)
H (2.37367, 2.93801, 4.58071)
H (5.03997, 1.62637, 3.83280)
H (4.82276, 3.27634, 4.41380)
H (4.20147, 2.79909, 2.83283)
H (-2.77141, -5.28346, 0.31128)
H (-1.86378, -6.20653, 1.48639)
H (-0.79578, -5.58695, -1.31110)
H (-1.73861, -7.03441, -0.96139)
H (-0.17038, -6.79534, -0.19528)
H (1.91740, -5.23179, 2.49324)
H (0.65821, -6.31912, 1.97015)
H (0.47899, -4.58985, 4.49076)
H (0.86641, -6.31024, 4.46114)
H (-0.72508, -5.74627, 3.95469)
H (-6.38126, -1.16070, -0.11580)
H (-5.40736, -2.56996, 0.21241)
H (-5.81553, -1.27474, -2.53725)
H (-6.42337, -2.84584, -2.00958)
H (-4.69045, -2.59060, -2.23943)
Se (3.48032, -0.44282, 0.70686)
N (2.11216, -0.22315, -0.47031)
C (2.65824, -0.03073, -1.69264)
C (1.97328, 0.19718, -2.92986)
C (2.69256, 0.34709, -4.07161)
C (4.12272, 0.30295, -4.08532)
C (4.82459, 0.11721, -2.94310)
C (4.11008, -0.05528, -1.71134)
N (4.70314, -0.25586, -0.54177)
H (0.88819, 0.21050, -2.98239)
H (2.15609, 0.45804, -5.00227)
H (4.63217, 0.41563, -5.02937)
H (5.90037, 0.08328, -2.91716)
C (-0.22404, 2.77791, -4.12516)
C (-1.57869, 2.40966, -3.52116)
C (-2.59004, 3.53227, -3.74755)
C (-2.13258, 1.17685, -4.24635)
C (-1.38386, 1.94806, -2.06966)
H (-0.35476, 3.14904, -5.13863)
H (0.42008, 1.90538, -4.18718)
H (0.28747, 3.53866, -3.53692)
H (-2.86493, 3.53282, -4.80204)
H (-2.20098, 4.51703, -3.52615)
H (-3.50696, 3.37437, -3.18036)
H (-2.16806, 1.34895, -5.32024)
H (-3.14222, 0.94981, -3.90138)
H (-1.50831, 0.29958, -4.10756)
H (-1.03587, 0.90544, -2.08293)
N (1.14599, -2.92994, -1.78093)
C (0.00352, -2.21780, -2.19000)
O (-0.18527, -1.07181, -1.49120)
C (-0.88400, -2.57200, -3.11351)
I (0.09871, -0.74936, -6.09950)
H (1.99119, -2.35479, -1.80986)
H (1.28337, -3.73359, -2.38404)
H (-1.73606, -1.95655, -3.32288)
H (-0.70122, -3.41789, -3.74987)

Force components x, y, z for each atom (eV/Å):
-1.2730 0.6354 0.4684
-0.0212 -0.0128 0.0290
0.0683 -0.0054 -0.1275
-0.1685 -0.1218 -0.3057
0.0818 -0.1221 0.2312
-0.0811 -0.0502 -0.0359
-0.0321 -0.0442 -0.0325
0.0688 0.1601 -0.0906
0.0149 -0.2550 -0.0030
0.0310 -0.0734 0.0721
0.2610 -0.1535 0.1301
0.0423 -0.0527 -0.0610
0.0013 0.0116 0.0472
0.2573 0.0762 -0.0004
-0.0662 -0.1518 0.0541
0.0216 0.3814 0.0576
0.1374 0.0667 -0.0645
-0.0748 -0.5676 0.1756
-0.1287 0.0801 -0.0374
-0.1392 0.4998 -0.1367
-0.0582 -0.2916 -0.1481
0.1838 0.2625 0.1378
0.0929 -0.1046 -0.1436
-0.0855 -0.2557 -0.0148
-0.0576 -0.0649 0.0330
0.0903 0.1855 0.0802
-0.1418 -0.0668 -0.0670
-0.1186 0.0337 -0.0729
-0.0849 -0.0462 0.0787
0.0349 -0.0314 0.0241
-0.0876 0.0361 0.0421
0.0274 0.0475 0.0159
-0.2096 0.1620 -0.1738
0.1919 0.1527 0.1987
-0.0722 0.0183 0.0677
-0.0157 -0.0465 -0.0565
0.0089 -0.0653 -0.1149
-0.0173 -0.0105 0.0442
-0.1010 -0.0533 -0.1740
-0.0650 -0.0257 0.0935
-0.0125 0.0026 -0.0656
0.0364 0.1035 0.0762
0.0115 -0.0784 0.0648
-0.1100 0.0119 -0.0249
-0.0071 -0.0098 -0.0246
0.0039 -0.0023 -0.0041
-0.0029 0.0250 0.0242
-0.0064 -0.0080 -0.0309
0.0839 0.0294 0.0520
-0.0380 0.0524 -0.0251
-0.0033 -0.0648 -0.0613
-0.0460 0.0708 -0.0382
-0.0225 -0.0260 0.0025
0.0159 -0.0150 -0.0209
-0.0226 -0.0249 0.0475
-0.0848 0.0757 -0.0260
0.0546 0.0422 0.0274
-0.0416 -0.0429 -0.0235
0.0823 -0.1046 0.1081
0.0501 0.1085 0.0664
-0.0093 0.0243 0.0033
0.0168 0.0187 0.0262
-0.0037 -0.0758 -0.0944
0.0619 -0.0461 0.0617
0.0640 0.0816 -0.0283
0.0096 -0.0066 -0.0095
0.0099 -0.0385 0.0144
0.0624 -0.0706 0.0002
0.0229 0.0292 0.0189
-0.0047 0.0279 -0.0861
0.0096 0.0360 0.0387
-0.0040 -0.0283 -0.0199
0.0037 0.0651 -0.1003
-0.0227 -0.0777 0.0017
0.0821 0.0138 0.0203
0.0242 0.0158 0.0007
0.0226 0.0296 -0.0010
0.0175 0.0776 0.0499
0.0448 -0.0854 0.0672
-0.0913 -0.0121 0.0060
0.0053 -0.0267 -0.0205
0.0245 0.0216 0.0070
0.0176 0.0155 -0.0090
-0.0691 -0.0383 -0.0244
0.0343 -0.0346 -0.0140
0.0637 0.0186 -0.5936
1.0226 -0.2077 -0.5717
-0.1894 0.1489 0.2935
-0.1857 -0.0563 0.1593
0.1624 0.0069 0.3342
0.0718 -0.0499 0.3333
-0.1776 0.0062 0.0119
0.0547 -0.1061 0.5169
-0.1089 0.1054 -0.3484
0.3298 -0.0318 -0.0190
-0.0803 0.0644 -0.0929
0.0743 0.0157 -0.0891
0.1665 -0.0090 0.0092
-0.0247 -0.0293 0.0866
-0.0268 -0.0235 0.0236
0.0505 -0.0410 0.0281
-0.1881 0.1028 0.1185
0.1370 -0.2616 0.0357
-0.0088 0.0286 -0.1412
-0.0093 -0.0268 -0.0734
0.0283 0.1106 0.0827
0.0020 0.0055 -0.0424
0.1034 0.2334 0.0974
-0.0961 -0.0120 0.0671
0.0047 0.0132 -0.0357
-0.1831 -0.0043 0.1101
0.0518 -0.0192 0.0279
-0.1377 0.5274 -0.0064
0.1533 0.0015 -0.2060
-0.0905 -0.2128 -0.2445
0.3784 0.0525 0.1590
0.3449 -0.1025 0.1823
0.0853 -0.2892 -0.4562
-0.3925 -0.2269 -0.0024
0.0107 0.0704 0.0676
-0.2235 0.1481 0.0446
0.0411 -0.1479 -0.1193

The frontier orbital gap (alpha / beta) comes out at 4.494 / 4.366 eV. Its spin multiplicity is 1. Its charge is 0. The calculation puts the energy above the lowest of the compared OMol25 structures with the same formula, charge and spin at 0.0 kcal per mole.